Below is an isolated ion of composition C5H9N2 and charge +1, with properties calculated with the ωB97M-V functional and the def2-TZVPD basis.

Calculated values
Calculated total energy, eV: -8296.529
Molecular weight, g mol⁻¹: 97.14
HOMO level (spin up / spin down), eV: -10.063 / -14.830
Expectation value of S²: 2.01
Net charge: +1
Spin multiplicity: 3
Gap between HOMO and LUMO (spin up / spin down), eV: 7.22 / 7.33

```
16
C5H9N2, DFT the ωB97M-V functional and the def2-TZVPD basis
C 2.29 -0.05 -0.70
C 2.21 0.75 0.34
C -0.73 1.03 0.09
C 1.36 -0.44 0.36
C -0.97 -1.49 -0.03
N -0.17 -0.16 0.03
N -2.01 1.14 -0.17
H 2.90 -0.08 -1.61
H 2.75 1.67 0.65
H 0.04 1.82 0.15
H 1.13 -1.38 1.02
H -1.80 -1.30 0.58
H -1.40 -1.53 -1.03
H -0.41 -2.41 0.21
H -2.46 1.99 -0.01
H -2.74 0.43 0.11
```